{"formula": "C36H39F5N4O3S2SiTl", "method": "the ωB97M-V functional and the def2-TZVPD basis", "elements": ["Tl", "N", "C", "S", "N", "N", "C", "C", "C", "C", "C", "C", "N", "H", "H", "H", "H", "H", "H", "H", "O", "C", "C", "O", "O", "C", "C", "C", "C", "C", "C", "C", "C", "C", "C", "C", "C", "H", "H", "H", "H", "H", "H", "H", "H", "H", "H", "H", "C", "Si", "C", "C", "C", "C", "C", "C", "C", "C", "H", "H", "H", "H", "H", "H", "H", "H", "H", "H", "H", "H", "H", "H", "H", "H", "H", "H", "H", "H", "H", "F", "C", "C", "F", "C", "F", "C", "S", "C", "F", "C", "F"], "xyz": [[-0.2958, 0.9114, 1.1529], [-4.6416, 0.0581, 2.6036], [-3.3946, 0.5675, 2.6422], [-2.0257, -0.4319, 2.9623], [-3.3617, 1.8763, 2.3384], [-2.1355, 2.3548, 2.2058], [-1.9268, 3.6511, 2.2528], [-0.5839, 4.2245, 2.1850], [-0.3427, 5.6309, 2.2169], [0.9669, 6.0888, 2.2654], [2.0036, 5.1625, 2.2575], [1.6899, 3.8065, 2.2231], [0.4356, 3.3814, 2.1334], [-4.7924, -0.9247, 2.7779], [-5.4502, 0.6724, 2.4855], [-2.7659, 4.3381, 2.3639], [-1.1714, 6.3504, 2.2067], [1.1966, 7.1571, 2.3236], [3.0465, 5.4889, 2.2399], [2.4778, 3.0485, 2.2540], [0.7975, -1.5539, 0.5585], [1.5864, -2.1049, 1.6113], [1.8166, -1.0282, 2.7683], [2.3550, -1.5207, 3.7751], [1.4578, 0.1859, 2.5839], [0.8528, -3.3066, 2.1956], [-0.5019, -3.5309, 2.0538], [-1.0863, -4.6602, 2.6120], [-0.3368, -5.5712, 3.3283], [1.0143, -5.3293, 3.4968], [1.6039, -4.2041, 2.9564], [2.9635, -2.4705, 1.0299], [3.0345, -3.5658, 0.1644], [4.2255, -3.9156, -0.4488], [5.3802, -3.1943, -0.1812], [5.3316, -2.1098, 0.6647], [4.1328, -1.7344, 1.2505], [0.4871, -2.2835, 0.0083], [-1.1403, -2.8262, 1.5313], [-2.1589, -4.8316, 2.4755], [-0.8042, -6.4467, 3.7721], [1.6150, -6.0334, 4.0685], [2.6712, -4.0203, 3.1336], [2.1440, -4.1600, -0.0297], [4.2701, -4.7839, -1.1165], [6.3171, -3.5214, -0.6225], [6.2455, -1.5518, 0.9037], [4.1093, -0.8588, 1.9106], [0.0753, -0.3800, -2.4518], [0.2831, 1.2260, -1.5126], [-0.9921, 2.5050, -2.2989], [-0.6214, 2.8998, -3.7342], [-2.3849, 1.8177, -2.2874], [-1.0966, 3.7665, -1.4454], [2.1636, 1.7289, -1.7075], [2.6573, 1.6804, -3.1559], [2.4582, 3.1468, -1.1615], [3.0063, 0.7418, -0.8722], [0.0693, -0.1872, -3.5311], [-0.8536, -0.8683, -2.1707], [0.9140, -1.0406, -2.2051], [-0.6133, 2.0245, -4.3999], [0.3621, 3.3940, -3.8080], [-1.3718, 3.5925, -4.1401], [-2.4163, 0.9428, -2.9263], [-3.1673, 2.5105, -2.5840], [-2.6302, 1.4573, -1.2790], [-0.1383, 4.3013, -1.3718], [-1.4164, 3.5660, -0.4177], [-1.8211, 4.4546, -1.8919], [2.1663, 2.4486, -3.7676], [2.5110, 0.7021, -3.6259], [3.7224, 1.8946, -3.2156], [1.9856, 3.9480, -1.7596], [3.5367, 3.3110, -1.1547], [2.1332, 3.2865, -0.1349], [2.9036, -0.2915, -1.2156], [2.7409, 0.7458, 0.1843], [4.0519, 1.0263, -0.9236], [-6.4420, -4.1186, -3.7115], [-5.5527, -3.4497, -2.9558], [-5.8245, -2.1293, -2.5702], [-6.9656, -1.5303, -2.9436], [-4.9253, -1.4414, -1.7416], [-5.2368, -0.1994, -1.3255], [-3.7247, -2.0447, -1.3033], [-2.6582, -1.2472, -0.2478], [-3.4672, -3.3588, -1.7678], [-2.2788, -3.9172, -1.4722], [-4.3663, -4.0771, -2.5450], [-4.0879, -5.3185, -2.9948]], "forces_ev_per_a": [[-0.177, -0.573, 0.176], [-0.308, -0.191, 0.593], [0.021, 0.330, -1.017], [0.158, 0.335, -0.291], [0.089, 0.113, 0.188], [0.914, 1.868, 0.122], [-0.824, -1.075, -0.258], [0.058, 0.978, -0.167], [-0.375, -0.309, 0.129], [-0.217, -0.091, -0.096], [0.443, -0.139, 0.049], [0.195, 0.546, -0.186], [0.462, -1.081, 0.251], [0.160, 0.265, -0.102], [0.771, -0.316, -0.053], [-0.008, -0.115, 0.101], [0.276, -0.470, 0.085], [-0.205, -0.368, -0.131], [-0.356, -0.161, 0.196], [-0.333, 0.114, -0.104], [0.209, 0.442, 0.064], [0.036, 0.538, 0.315], [0.008, -1.217, 0.726], [-0.440, 1.151, -1.162], [-0.182, -0.073, -0.396], [1.010, -0.075, 0.471], [-0.341, 0.269, -0.258], [-0.668, -0.216, -0.052], [-0.268, -0.048, 0.023], [0.420, -0.261, 0.333], [0.496, -0.198, 0.056], [0.096, -0.158, -0.184], [-0.127, 0.084, -0.032], [0.020, -0.369, -0.188], [0.227, -0.498, -0.334], [0.407, 0.485, 0.306], [-0.567, 0.304, 0.447], [-0.315, 0.094, -0.049], [0.066, -0.018, -0.136], [0.367, 0.154, 0.034], [0.074, 0.089, -0.105], [-0.026, 0.138, -0.050], [-0.554, -0.034, -0.169], [0.069, 0.066, 0.079], [-0.070, 0.357, 0.260], [-0.041, 0.148, 0.025], [-0.403, -0.192, -0.167], [-0.014, -0.434, -0.210], [0.268, -0.052, 0.357], [-0.036, 0.603, -0.811], [-0.174, -0.434, 0.682], [0.300, -0.228, -0.160], [0.636, -0.039, 0.601], [0.409, 0.324, 0.193], [0.013, 0.300, 0.895], [-0.572, 0.013, -0.385], [-0.374, 0.059, -0.332], [-0.456, -0.096, -0.075], [0.067, 0.084, 0.129], [-0.121, -0.123, 0.066], [-0.141, -0.020, -0.139], [0.082, 0.169, 0.135], [-0.390, -0.118, 0.080], [0.034, -0.049, 0.143], [-0.026, -0.152, -0.231], [-0.104, 0.234, -0.198], [-0.034, 0.068, -0.183], [-0.190, -0.075, -0.071], [-0.077, -0.120, -0.145], [-0.065, 0.033, 0.019], [0.051, -0.298, 0.041], [-0.105, 0.099, 0.062], [0.273, 0.023, 0.247], [0.228, -0.364, 0.132], [0.169, 0.068, -0.150], [-0.180, -0.132, 0.085], [0.063, 0.070, -0.014], [-0.168, 0.034, 0.124], [0.374, 0.019, -0.151], [-0.034, -0.050, -0.099], [0.226, 0.418, 0.392], [0.848, -0.150, 0.641], [-0.099, -0.145, -0.134], [0.005, -1.060, -0.362], [-0.049, -0.314, -0.265], [-0.538, -0.189, -0.595], [0.515, 0.220, 0.553], [-0.308, 0.289, -0.189], [-0.279, -0.169, -0.021], [-0.207, 0.781, -0.204], [-0.069, 0.278, 0.210]], "mol_weight_g_mol": 967.3, "e_homo_ev": -4.12, "total_charge": -1, "total_energy_ev": -97899.1516, "de_lowest_ev": 0.000, "gap_ev": 5.77}